Here is 11 unconnected molecules or ions with the total composition C65H72O3PS at a distorted geometry from OMol25. Energies are from the ωB97M-V functional and the def2-TZVPD basis.

- HOMO (eV) = -5.0464
- charge = -1
- HOMO-LUMO gap (eV) = 7.04
- E_tot (eV) = -94829.5386
- energy above the lowest of the compared OMol25 structures with the same formula, charge and spin (kcal/mol) = 49.6

```
142
Properties=species:S:1:pos:R:3:lowdin_charge:R:1
S -1.54 -4.21 -1.22 0.71
C -1.01 -2.52 -1.83 -0.72
C -1.90 -1.19 -1.49 -0.07
C -3.63 -1.65 -1.56 -0.13
C -4.36 -1.39 -3.11 -0.08
O -4.63 -0.48 -1.76 -0.27
C 0.35 -2.25 -0.89 -0.32
O 1.32 -1.25 -1.39 -0.45
P 1.00 -1.38 -3.13 0.43
O -0.41 -2.45 -3.21 -0.42
H -2.01 -4.11 0.12 -0.11
H -1.74 -0.74 -0.42 0.12
H -1.89 -0.41 -2.37 0.11
H -3.97 -2.67 -0.91 0.15
H -5.42 -1.02 -3.34 0.12
H -4.74 -2.52 -3.01 0.06
H 0.93 -3.24 -0.69 0.10
H 0.04 -1.85 0.17 0.11
H 2.27 -0.65 -3.21 -0.05
H 0.22 -0.14 -3.00 -0.01
H 1.03 -1.29 -4.57 -0.05
H 1.87 -2.56 -3.12 -0.01
C 0.18 -4.56 -7.32 -0.10
C -0.47 -5.76 -7.63 -0.12
C -1.17 -6.45 -6.65 -0.12
C -1.22 -5.95 -5.35 -0.09
C -0.58 -4.75 -5.04 -0.08
C 0.13 -4.06 -6.02 -0.07
H 0.73 -4.03 -8.09 0.09
H -0.43 -6.15 -8.65 0.09
H -1.66 -7.39 -6.89 0.09
H -1.77 -6.48 -4.58 0.09
H -0.63 -4.35 -4.03 0.06
H 0.63 -3.13 -5.78 0.08
C 7.05 -3.63 -1.72 -0.11
C 5.94 -2.83 -1.45 -0.10
C 4.67 -3.23 -1.87 -0.08
C 4.51 -4.44 -2.55 -0.09
C 5.62 -5.24 -2.81 -0.11
C 6.89 -4.84 -2.41 -0.12
H 8.04 -3.32 -1.40 0.09
H 6.07 -1.89 -0.92 0.10
H 3.81 -2.61 -1.66 0.08
H 3.52 -4.76 -2.86 0.10
H 5.49 -6.19 -3.34 0.10
H 7.75 -5.46 -2.62 0.09
C 0.60 3.68 -2.31 -0.10
C 1.15 2.58 -1.65 -0.10
C 2.42 2.12 -1.99 -0.11
C 3.15 2.78 -2.98 -0.09
C 2.61 3.88 -3.64 -0.10
C 1.33 4.33 -3.30 -0.11
H -0.39 4.03 -2.04 0.09
H 0.58 2.08 -0.87 0.10
H 2.85 1.26 -1.48 0.10
H 4.15 2.42 -3.24 0.10
H 3.18 4.39 -4.41 0.10
H 0.90 5.18 -3.82 0.09
C -4.20 3.90 -5.13 -0.11
C -3.65 2.80 -4.47 -0.09
C -2.38 2.34 -4.81 -0.08
C -1.65 2.99 -5.80 -0.09
C -2.19 4.10 -6.46 -0.11
C -3.47 4.55 -6.13 -0.11
H -5.19 4.25 -4.87 0.09
H -4.22 2.29 -3.69 0.10
H -1.95 1.48 -4.30 0.10
H -0.65 2.64 -6.07 0.10
H -1.62 4.60 -7.24 0.10
H -3.90 5.40 -6.64 0.09
C 5.00 6.03 2.36 -0.11
C 3.61 6.12 2.34 -0.11
C 2.89 5.43 1.36 -0.09
C 3.55 4.65 0.42 -0.08
C 4.95 4.56 0.45 -0.09
C 5.67 5.25 1.42 -0.10
H 5.57 6.56 3.12 0.09
H 3.09 6.72 3.08 0.10
H 1.80 5.50 1.33 0.10
H 2.99 4.11 -0.34 0.08
H 5.47 3.95 -0.29 0.10
H 6.75 5.19 1.44 0.10
C -0.15 8.49 -1.07 -0.10
C -1.26 9.30 -0.80 -0.11
C -2.53 8.89 -1.21 -0.10
C -2.69 7.69 -1.89 -0.09
C -1.58 6.88 -2.16 -0.09
C -0.31 7.29 -1.75 -0.09
H 0.84 8.81 -0.75 0.10
H -1.13 10.23 -0.26 0.10
H -3.39 9.52 -1.00 0.10
H -3.68 7.37 -2.21 0.10
H -1.71 5.94 -2.69 0.09
H 0.55 6.67 -1.97 0.08
C -5.67 0.26 1.06 -0.09
C -6.36 0.03 2.25 -0.10
C -5.71 0.20 3.47 -0.11
C -4.38 0.61 3.50 -0.10
C -3.69 0.84 2.31 -0.09
C -4.33 0.66 1.09 -0.09
H -6.17 0.12 0.10 0.09
H -7.40 -0.28 2.22 0.10
H -6.25 0.01 4.40 0.09
H -3.88 0.74 4.46 0.09
H -2.65 1.16 2.34 0.10
H -3.79 0.83 0.16 0.09
C 1.12 0.31 4.40 -0.10
C 1.37 -0.96 4.92 -0.10
C 1.94 -1.94 4.11 -0.11
C 2.28 -1.65 2.79 -0.08
C 2.04 -0.37 2.27 -0.08
C 1.46 0.60 3.08 -0.09
H 0.67 1.08 5.03 0.09
H 1.11 -1.19 5.95 0.08
H 2.13 -2.93 4.51 0.10
H 2.73 -2.41 2.16 0.11
H 2.30 -0.15 1.24 0.10
H 1.26 1.59 2.67 0.10
C -1.00 -2.11 8.73 -0.09
C -0.57 -0.83 8.39 -0.10
C 0.03 -0.02 9.35 -0.09
C 0.21 -0.49 10.65 -0.10
C -0.22 -1.78 10.99 -0.10
C -0.83 -2.59 10.03 -0.10
H -1.47 -2.75 7.98 0.10
H -0.71 -0.47 7.37 0.09
H 0.36 0.98 9.09 0.10
H 0.68 0.14 11.40 0.10
H -0.08 -2.15 12.00 0.10
H -1.17 -3.58 10.30 0.10
C -1.60 -6.75 3.81 -0.09
C -1.17 -5.47 3.47 -0.08
C -0.57 -4.66 4.43 -0.08
C -0.39 -5.13 5.73 -0.10
C -0.82 -6.41 6.07 -0.10
C -1.43 -7.22 5.11 -0.10
H -2.07 -7.38 3.06 0.10
H -1.31 -5.10 2.45 0.09
H -0.24 -3.66 4.17 0.09
H 0.08 -4.50 6.48 0.09
H -0.68 -6.78 7.08 0.10
H -1.77 -8.22 5.38 0.10
```